The following is a quantum chemistry calculation of an isolated molecule of C22H19N3O4 in a non-equilibrium geometry, from OMol25.

XYZ file:
```
48
Properties=species:S:1:pos:R:3
C 6.746 1.404 -0.133
H 6.622 1.954 0.806
O 5.852 0.319 -0.217
C 4.517 0.577 -0.201
C 3.944 1.838 -0.107
C 2.567 1.949 -0.107
C 1.729 0.846 -0.213
C 2.316 -0.435 -0.287
C 3.696 -0.549 -0.281
H 4.187 -1.506 -0.335
O 1.482 -1.511 -0.324
C 2.040 -2.803 -0.393
H 2.642 -3.028 0.494
H 1.196 -3.489 -0.439
H 2.653 -2.928 -1.290
C 0.280 1.075 -0.219
N -0.148 2.114 0.464
C -1.461 2.392 0.504
C -1.886 3.518 1.241
C -3.215 3.824 1.327
C -4.176 3.025 0.687
C -3.799 1.925 -0.034
C -2.438 1.588 -0.149
C -1.955 0.472 -0.878
C -0.605 0.236 -0.935
H -0.215 -0.579 -1.521
C -2.878 -0.436 -1.620
O -3.625 -0.079 -2.502
N -2.789 -1.760 -1.271
C -2.070 -2.334 -0.247
N -1.671 -3.581 -0.346
O -1.023 -3.883 0.807
C -1.029 -2.814 1.619
C -1.694 -1.790 1.012
H -1.892 -0.815 1.402
C -0.345 -2.920 2.930
H -0.985 -2.538 3.722
H 0.570 -2.330 2.917
H -0.097 -3.959 3.128
H -3.241 -2.414 -1.899
H -4.534 1.315 -0.538
H -5.221 3.287 0.767
H -3.539 4.687 1.891
H -1.132 4.116 1.727
H 2.104 2.920 -0.031
H 4.547 2.728 -0.035
H 7.743 0.967 -0.166
H 6.623 2.091 -0.976
```

For the HOMO-LUMO gap, the calculation gives 0.2943 Ha. Its SMILES is COc1ccc(-c2cc(C(=O)Nc3cc(C)on3)c3ccccc3n2)c(OC)c1. The calculation puts the total energy at -35781.748 eV.

Results of the Mulliken charge analysis, in e, for atoms 1 through 6: -0.8779, 0.3456, -0.4486, 0.5597, -0.8058, -0.9472

The following is a quantum chemistry calculation of an isolated molecule of C22H19N3O5S in a non-equilibrium geometry, from OMol25.

XYZ file:
```
50
Properties=species:S:1:pos:R:3
C -0.378 -0.949 1.995
H -0.016 -0.238 2.743
O -1.234 -0.321 1.068
C -0.756 0.713 0.341
C 0.553 1.162 0.346
C 0.960 2.204 -0.494
C 0.029 2.823 -1.325
C -1.287 2.400 -1.322
C -1.680 1.356 -0.506
O -2.991 0.920 -0.544
C -3.704 0.961 0.611
O -3.329 1.503 1.618
C -4.989 0.302 0.441
C -6.001 0.214 1.363
C -7.111 -0.496 0.876
C -6.927 -0.936 -0.401
S -5.400 -0.495 -1.038
H -7.609 -1.499 -1.007
H -8.006 -0.674 1.445
H -5.929 0.649 2.342
H -2.024 2.870 -1.954
H 0.334 3.629 -1.974
C 2.351 2.601 -0.555
N 3.255 1.878 -0.023
N 4.551 2.195 -0.135
C 5.601 1.418 0.291
O 6.728 1.824 0.132
C 5.292 0.110 1.002
N 4.091 -0.559 0.581
C 4.051 -1.852 0.183
O 4.998 -2.609 0.254
C 2.695 -2.269 -0.295
C 1.911 -1.440 -1.093
C 0.654 -1.853 -1.498
C 0.169 -3.091 -1.109
C 0.954 -3.928 -0.333
C 2.215 -3.524 0.065
H 2.843 -4.167 0.662
H 0.583 -4.899 -0.040
H -0.818 -3.404 -1.418
H 0.050 -1.204 -2.116
H 2.286 -0.481 -1.419
H 3.285 0.041 0.459
H 5.241 0.348 2.075
H 6.134 -0.572 0.848
H 4.820 3.057 -0.618
H 2.593 3.509 -1.117
H 1.281 0.715 1.001
H -0.987 -1.707 2.484
H 0.468 -1.430 1.494
```

For the HOMO-LUMO gap, the calculation gives 0.3127 Ha. Its SMILES is COc1cc(/C=N/NC(=O)CNC(=O)c2ccccc2)ccc1OC(=O)c1cccs1. The calculation puts the total energy at -48665.225 eV.

Results of the Mulliken charge analysis, in e, for atoms 1 through 6: -0.7874, 0.4296, -0.3526, 0.8929, -0.1798, 0.4728

The following is a quantum chemistry calculation of a structure of composition C22H19N8OOs in a non-equilibrium geometry, from OMol25.

XYZ file:
```
51
Properties=species:S:1:pos:R:3
Os 0.241 0.156 0.308
C 2.938 1.526 -2.537
C 2.509 1.032 -3.773
C 1.395 0.222 -3.824
C 0.683 -0.060 -2.648
N 1.121 0.411 -1.446
C 2.220 1.177 -1.409
N -0.453 -0.779 -2.766
C -1.364 -1.001 -1.893
N -1.318 -0.575 -0.563
C -2.494 -0.942 0.095
N -2.766 -0.677 1.318
C -2.047 -0.006 2.238
C -2.557 0.072 3.546
C -1.834 0.722 4.524
C -0.619 1.322 4.192
C -0.180 1.229 2.883
N -0.850 0.570 1.938
C -3.321 -1.666 -0.857
C -4.563 -2.262 -0.728
C -5.110 -2.862 -1.865
C -4.436 -2.865 -3.084
C -3.172 -2.289 -3.216
C -2.622 -1.695 -2.091
H 3.808 2.159 -2.457
H 3.039 1.294 -4.675
H 1.026 -0.194 -4.750
H 2.537 1.525 -0.420
H -3.503 -0.408 3.748
H -2.201 0.762 5.541
H -0.021 1.830 4.934
H 0.763 1.692 2.582
H -5.090 -2.258 0.213
H -6.087 -3.320 -1.791
H -4.899 -3.314 -3.952
H -2.650 -2.289 -4.161
C 3.603 -5.277 0.522
N 2.878 -4.037 0.589
C 1.971 -3.728 1.662
C 1.475 -2.374 1.231
O 0.667 -1.645 1.824
N 2.008 -2.042 0.052
C 2.853 -3.047 -0.310
N 3.562 -3.052 -1.424
H 3.609 -5.732 1.510
H 4.637 -5.117 0.218
H 3.128 -5.979 -0.169
H 2.464 -3.725 2.640
H 1.131 -4.430 1.719
H 3.542 -2.274 -2.060
H 4.167 -3.828 -1.647
```

The charge is +3. For the HOMO-LUMO gap (alpha / beta), the calculation gives 0.1669 / 0.1791 Ha. The calculation puts the total energy at -39529.956 eV.

Results of the Mulliken charge analysis, in e, for atoms 1 through 6: 0.6250, -0.8601, -0.3713, -0.4757, 0.5117, 0.0788

The following is a quantum chemistry calculation of a structure of composition C22H20BClN4O2Pd in a non-equilibrium geometry, from OMol25.

XYZ file:
```
51
Properties=species:S:1:pos:R:3
Pd -0.156 -0.393 0.307
N -2.142 0.850 -0.446
C -2.091 0.883 -1.867
C -3.221 1.032 -2.636
C -3.133 1.149 -4.030
C -1.915 1.136 -4.655
C -0.733 0.945 -3.909
C 0.550 0.898 -4.494
C 1.650 0.675 -3.705
C 1.461 0.463 -2.334
N 0.283 0.509 -1.757
C -0.820 0.780 -2.497
H -1.763 1.716 -0.056
H -3.095 0.710 -0.113
H -4.191 1.090 -2.164
H -4.040 1.273 -4.599
H -1.841 1.260 -5.724
H 0.652 1.036 -5.561
H 2.645 0.650 -4.120
H 2.310 0.260 -1.695
Cl -1.242 4.565 5.965
C -0.808 3.686 4.578
C -0.427 4.368 3.401
C -0.056 3.673 2.291
C -0.058 2.230 2.254
O 0.279 1.633 1.201
C -0.465 1.552 3.476
C -0.544 0.109 3.533
O -0.437 -0.680 2.605
C -0.814 2.292 4.600
H -0.436 5.447 3.392
H 0.264 4.192 1.399
H -0.726 -0.296 4.542
H -1.123 1.781 5.501
B -1.191 -4.693 -1.144
C -1.158 -3.214 -0.816
N -1.118 -2.088 -0.534
H -1.574 -4.921 -2.257
H -0.155 -5.187 -0.874
H -2.171 -5.202 -0.672
C 4.004 -3.009 1.549
C 2.733 -3.551 1.662
C 1.646 -2.793 1.256
N 1.786 -1.560 0.773
C 2.997 -1.014 0.708
C 4.137 -1.710 1.077
H 4.872 -3.586 1.831
H 2.579 -4.544 2.054
H 0.636 -3.182 1.328
H 3.056 0.015 0.366
H 5.104 -1.236 1.011
```

The charge is +2. For the HOMO-LUMO gap (alpha / beta), the calculation gives 0.2841 / 0.1371 Ha. Its spin multiplicity is 5. The calculation puts the total energy at -49854.378 eV.

Results of the Mulliken charge analysis, in e, for atoms 1 through 6: 0.6054, -0.1912, 0.4208, -0.6742, -0.7866, -0.8800

The following is a quantum chemistry calculation of a cluster of 2 separate species, C22H20BrF2N2 in total in a non-equilibrium geometry, from OMol25.

XYZ file:
```
47
Properties=species:S:1:pos:R:3
F -2.966 4.855 -2.287
C -2.936 3.494 -2.080
C -4.132 2.785 -2.187
C -4.090 1.401 -1.966
C -2.895 0.757 -1.652
C -1.673 1.480 -1.589
C -0.423 0.797 -1.451
C 0.783 1.400 -1.795
C 2.046 0.821 -1.739
C 3.273 1.521 -1.970
C 3.340 2.941 -2.080
C 4.581 3.552 -2.216
F 4.647 4.924 -2.272
C 5.782 2.841 -2.288
C 5.711 1.440 -2.232
C 4.490 0.792 -2.092
C -1.722 2.895 -1.777
H -5.060 3.300 -2.419
H -5.002 0.808 -2.065
H -2.856 -0.322 -1.508
H -0.445 -0.267 -1.230
H 0.711 2.410 -2.204
H 2.128 -0.257 -1.560
H 2.436 3.548 -2.023
H 6.734 3.362 -2.380
H 6.628 0.853 -2.298
H 4.437 -0.296 -2.053
H -0.821 3.508 -1.726
C -0.992 -3.123 5.074
N -1.311 -3.543 3.725
C -1.994 -4.827 3.759
C -1.155 -2.713 2.644
C -0.757 -3.236 1.362
Br -0.164 -5.069 1.164
C -0.625 -2.362 0.289
N -0.790 -1.030 0.416
C -1.130 -0.533 1.600
C -1.297 -1.307 2.748
H -0.446 -2.171 5.095
H -1.922 -3.036 5.666
H -0.383 -3.908 5.560
H -2.446 -5.110 2.803
H -1.301 -5.613 4.097
H -2.780 -4.766 4.532
H -0.374 -2.723 -0.710
H -1.277 0.543 1.635
H -1.564 -0.816 3.680
```

The charge is +1. For the HOMO-LUMO gap, the calculation gives 0.1876 Ha. The calculation puts the total energy at -101587.734 eV.

Results of the Mulliken charge analysis, in e, for atoms 1 through 6: -0.2971, 0.3104, -0.4920, -0.5326, -0.5595, 1.0108

The following is a quantum chemistry calculation of a structure of composition C22H20Co2NO6 in a non-equilibrium geometry, from OMol25.

XYZ file:
```
51
Properties=species:S:1:pos:R:3
C -4.361 -1.527 0.153
C -2.861 -1.440 -0.085
N -2.433 0.011 -0.176
C -2.718 0.687 1.140
C -4.224 0.630 1.410
C -4.973 -0.128 0.299
C -4.706 0.610 -1.017
C -3.219 0.704 -1.289
H -4.801 -2.072 -0.686
H -4.530 -2.125 1.054
H -2.312 -1.895 0.747
H -2.518 -1.920 -1.013
H -2.144 0.156 1.909
H -2.316 1.711 1.083
H -4.391 0.157 2.383
H -4.596 1.654 1.491
H -6.044 -0.188 0.508
H -5.179 0.102 -1.860
H -5.118 1.620 -0.994
H -2.849 1.739 -1.330
H -2.916 0.206 -2.221
O 3.281 -0.463 3.358
C 3.098 0.334 2.545
Co 2.794 1.464 1.262
C 1.937 2.685 2.183
O 1.425 3.434 2.905
C 4.389 2.113 0.966
O 5.466 2.531 0.879
C 2.208 0.083 -0.071
C 3.027 -1.113 -0.289
C 4.415 -0.971 -0.466
C 5.236 -2.097 -0.461
C 4.676 -3.372 -0.359
C 3.286 -3.529 -0.315
C 2.452 -2.408 -0.320
C 0.811 0.248 -0.219
C -0.429 -0.199 0.029
Co 1.748 1.534 -1.014
C 3.319 2.121 -1.585
O 4.266 2.539 -2.094
C 1.088 3.043 -0.300
O 0.584 4.068 -0.145
C 0.940 1.542 -2.588
O 0.424 1.599 -3.625
H 4.830 0.036 -0.574
H 6.311 -1.953 -0.535
H 5.332 -4.243 -0.334
H 2.845 -4.523 -0.262
H 1.365 -2.522 -0.302
H -1.222 0.098 -0.707
H -0.693 -0.774 0.929
```

The charge is -1. For the HOMO-LUMO gap, the calculation gives 0.2058 Ha. The calculation puts the total energy at -112162.394 eV.

Results of the Mulliken charge analysis, in e, for atoms 1 through 6: -0.9854, -0.6399, 0.2693, -0.6449, -0.9195, 0.0863

The following is a quantum chemistry calculation of a structure of composition C22H20CrN3O2S, from OMol25.

XYZ file:
```
49
Properties=species:S:1:pos:R:3
Cr -0.731 0.135 -0.096
C -4.824 1.087 -0.571
C -3.338 1.314 -0.465
O -2.609 0.253 -0.547
C -2.857 2.599 -0.319
C -1.490 2.975 -0.300
C -1.126 4.428 -0.307
N -0.540 2.070 -0.290
N 0.781 2.517 -0.324
C 1.580 1.498 -0.388
O 1.167 0.254 -0.426
C 3.045 1.731 -0.444
C 3.562 3.025 -0.484
C 4.931 3.224 -0.538
C 5.795 2.135 -0.552
C 5.283 0.848 -0.510
C 3.912 0.645 -0.457
H -5.029 0.021 -0.619
H -5.222 1.570 -1.464
H -5.338 1.512 0.291
H -3.582 3.399 -0.278
H -2.019 5.047 -0.309
H -0.516 4.654 -1.181
H -0.513 4.660 0.564
H 2.877 3.861 -0.469
H 5.327 4.231 -0.568
H 6.865 2.293 -0.594
H 5.954 -0.002 -0.517
H 3.498 -0.354 -0.419
C -0.619 -1.883 -2.491
C -0.672 -2.651 -1.204
C -0.655 -4.061 -1.182
C -0.699 -4.710 0.016
C -0.761 -3.981 1.223
C -0.807 -4.598 2.494
C -0.863 -3.815 3.612
C -0.873 -2.410 3.515
C -0.830 -1.768 2.300
S -0.839 -0.019 2.185
C -0.775 -2.575 1.130
N -0.732 -1.955 -0.088
H -0.601 -2.549 -3.351
H 0.278 -1.259 -2.515
H -1.494 -1.234 -2.577
H -0.605 -4.603 -2.116
H -0.686 -5.793 0.058
H -0.797 -5.678 2.561
H -0.898 -4.270 4.593
H -0.913 -1.818 4.420
```

For the HOMO-LUMO gap (alpha / beta), the calculation gives 0.2671 / 0.2715 Ha. Its spin multiplicity is 4. The calculation puts the total energy at -70963.926 eV.

Results of the Mulliken charge analysis, in e, for atoms 1 through 6: -0.1620, -1.4537, 0.8123, -0.3534, -1.0320, 0.9602

The following is a quantum chemistry calculation of a structure of composition C22H20F2N4O7Sn, from OMol25.

XYZ file:
```
56
Properties=species:S:1:pos:R:3
Sn 0.322 -0.341 -0.153
O -1.140 -0.657 -3.312
C -2.347 -1.362 -3.139
C -2.208 -2.487 -2.129
N -1.904 -2.101 -0.747
C -3.022 -1.493 -0.033
C -2.592 -1.057 1.398
O -3.355 -1.346 2.329
O -1.477 -0.447 1.523
C -1.457 -3.307 -0.079
C -0.025 -3.648 -0.512
O 0.232 -4.821 -0.806
O 0.808 -2.680 -0.483
H -1.293 0.204 -2.873
H -2.607 -1.818 -4.104
H -3.151 -0.683 -2.849
H -1.376 -3.118 -2.456
H -3.137 -3.088 -2.157
H -3.859 -2.199 0.071
H -3.359 -0.602 -0.569
H -2.117 -4.161 -0.288
H -1.446 -3.144 1.002
F 5.334 2.655 -0.867
C 4.653 1.773 -0.075
C 3.396 1.342 -0.433
C 2.736 0.367 0.322
C 3.381 -0.101 1.478
C 4.597 0.446 1.866
F 5.175 0.135 3.070
C 5.273 1.373 1.096
C 2.678 -1.176 2.215
C 3.329 -2.125 3.007
C 2.585 -3.105 3.640
C 1.210 -3.136 3.461
C 0.642 -2.174 2.640
N 1.348 -1.224 2.045
H 2.910 1.758 -1.311
H 6.230 1.773 1.398
H 4.403 -2.103 3.118
H 3.072 -3.854 4.254
H 0.598 -3.900 3.919
H -0.428 -2.141 2.459
C 0.152 4.998 -0.774
N -1.082 4.318 -1.098
C -2.259 4.985 -1.241
C -3.400 4.342 -1.522
C -3.377 2.882 -1.665
O -4.413 2.258 -1.910
N -2.166 2.260 -1.524
C -1.039 2.907 -1.247
O 0.086 2.395 -1.114
H 0.025 6.074 -0.892
H 0.942 4.645 -1.435
H 0.458 4.776 0.251
H -2.206 6.061 -1.115
H -4.332 4.872 -1.649
```

The charge is -2. For the HOMO-LUMO gap, the calculation gives 0.2316 Ha. The calculation puts the total energy at -54700.979 eV.

Results of the Mulliken charge analysis, in e, for atoms 1 through 6: 1.1684, -0.5659, -0.6372, -0.8176, 0.8226, -0.4199